{
  "formula": "C22H25N5O3",
  "method": "ωB97M-V/def2-TZVPD",
  "homo_energy_ev": -8.318,
  "e_tot_ev": -36813.37782,
  "spin_multiplicity": 1,
  "smiles": "COC(=O)c1ccccc1NC(=O)CN1CCC(n2nnc3cc(C)ccc32)CC1",
  "e_above_lowest_kj_mol": 147.0,
  "species": ["C", "H", "H", "H", "O", "C", "O", "C", "C", "C", "C", "C", "C", "N", "C", "O", "C", "N", "C", "C", "H", "H", "C", "N", "C", "C", "C", "C", "C", "C", "N", "N", "H", "C", "H", "H", "H", "H", "H", "C", "C", "H", "H", "H", "H", "H", "H", "H", "H", "H", "H", "H", "H", "H", "H"],
  "xyz": [[1.89205, 0.22153, -2.87572], [2.59380, 0.69083, -3.56034], [1.95533, -0.86676, -2.94271], [2.08639, 0.53524, -1.84723], [0.60133, 0.66972, -3.26238], [-0.43258, 0.07905, -2.66706], [-0.29174, -0.85613, -1.89672], [-1.72843, 0.66464, -3.05804], [-1.76762, 1.57272, -4.11842], [-2.95170, 2.15387, -4.51693], [-4.12564, 1.83640, -3.84838], [-4.11495, 0.94454, -2.79629], [-2.92568, 0.34060, -2.38358], [-2.88886, -0.56216, -1.33077], [-3.88481, -0.90105, -0.46615], [-5.02320, -0.48505, -0.51367], [-3.45304, -1.88874, 0.62323], [-2.31255, -1.52645, 1.43619], [-2.21593, -0.11621, 1.75996], [-1.32363, 0.06348, 2.98865], [-1.81295, -0.39098, 3.85132], [-1.18789, 1.12792, 3.18550], [0.03988, -0.61161, 2.82528], [0.91647, 0.11830, 1.94159], [2.27600, 0.16838, 2.01629], [3.22712, -0.32469, 2.90324], [4.54072, -0.04252, 2.61790], [4.93492, 0.70504, 1.48937], [3.99353, 1.19138, 0.61060], [2.65173, 0.92043, 0.87903], [1.50644, 1.25068, 0.21697], [0.51471, 0.77042, 0.84972], [4.27036, 1.76732, -0.25831], [6.39682, 0.95444, 1.26959], [6.92842, 0.01084, 1.15046], [6.55848, 1.55890, 0.38114], [6.82641, 1.47194, 2.12649], [5.31262, -0.40622, 3.28070], [2.94955, -0.90181, 3.77235], [-0.14021, -2.04938, 2.31993], [-1.01893, -2.06532, 1.07004], [-1.14280, -3.09572, 0.73011], [-0.51830, -1.49329, 0.27417], [-0.62513, -2.63183, 3.10388], [0.83395, -2.49266, 2.10298], [0.54691, -0.62984, 3.79899], [-3.21752, 0.25590, 1.98657], [-1.79966, 0.47436, 0.93003], [-3.26447, -2.85903, 0.15642], [-4.32236, -1.99646, 1.28474], [-1.96645, -0.97459, -1.19384], [-5.02724, 0.70258, -2.27781], [-5.05922, 2.28681, -4.15106], [-2.96366, 2.85041, -5.34118], [-0.84675, 1.80981, -4.62682]],
  "mulliken_charge": [-0.4743, 0.2791, 0.2964, 0.1268, -0.3583, 1.3777, -0.7747, 0.0145, -0.6515, -0.6902, -0.5365, -0.6434, 0.3366, 0.0494, 0.6874, -0.6765, -1.1256, 0.0273, -0.3087, -1.5008, 0.4621, 0.4520, -0.3613, 0.6201, 1.3720, -0.9537, -0.8168, 0.8825, -1.0534, 0.5680, -1.1597, -0.0933, 0.3479, -1.4055, 0.3292, 0.3427, 0.3399, 0.4010, 0.3689, -1.2060, 0.0123, 0.5091, 0.0003, 0.4556, 0.4669, 0.3667, 0.5312, 0.2035, 0.3843, 0.3640, 0.0255, 0.5285, 0.4083, 0.4020, 0.4507]
}